H43O21 | ωB97M-V/def2-TZVPD

The geometry in ORCA input format:
```
! RIJCOSX wB97M-V def2-TZVPD def2/J DEFGRID3
* xyz 1 1
O 2.47830 -2.27442 -1.61391
H 1.50297 -0.38558 2.31894
H 2.07834 -3.05950 -1.22909
O 1.19213 -0.58068 -2.94444
H 1.62593 -1.50217 -2.81262
H 3.28318 -2.73060 -2.13133
O -2.11731 0.71072 1.07365
H -2.03801 -0.28712 0.84851
H -4.57884 -0.36333 1.87145
O -0.69911 -2.62788 -3.43911
H -4.32001 -1.73682 2.19293
H -3.05712 0.58495 -2.41284
O 0.83438 2.20043 3.65094
H 0.88442 1.49276 2.90216
H -0.10648 2.17150 3.96980
O -3.92027 -0.98932 2.35179
H -0.08280 -2.20877 -2.76083
H -0.92587 -0.91585 4.40809
O 1.51189 3.76174 -2.59862
H 1.34081 4.45080 -3.24259
H 0.85580 3.71801 -1.90220
O -0.06724 -2.09821 -0.38345
H -0.95501 -2.22908 -1.09170
H -0.31975 -1.23389 -0.23850
O -0.17826 4.26764 0.43822
H -0.54386 4.89560 1.03259
H -0.26990 3.67094 1.27172
O 2.19150 0.58990 -0.19646
H 1.64629 0.01617 -0.87060
H 1.40891 1.06179 0.19269
O -2.43565 -2.46223 -1.46273
H -3.09723 -3.16156 -1.69051
H -2.81680 -1.61995 -1.74294
O -0.57409 -5.06704 -0.98010
H -0.78955 -5.62335 -0.24127
H -0.95587 -4.24936 -0.75099
O 2.75211 1.62558 -2.33522
H 2.93473 1.04800 -1.31472
H 3.21931 2.53310 -2.35912
O -1.24490 -0.20285 4.76999
H -2.20052 -0.12401 4.80840
H 1.57495 3.81180 0.82543
O -1.16740 3.81622 2.82096
H -0.73702 4.17356 3.57787
H 1.43775 0.00420 -3.82484
O 2.70745 -0.13362 3.76592
H -0.64729 -3.55755 -3.18879
O -1.38569 -0.44770 -4.87775
H -0.78075 -0.78823 -4.22129
H -2.12939 -1.01760 -4.92586
O 2.02065 3.26231 0.19095
H 2.87399 3.64417 0.07942
H 1.81274 2.04162 -2.00241
O -2.58115 0.64984 -1.61234
H -1.46709 2.85265 3.16474
H -1.86223 1.22272 -1.87635
O 0.63318 -3.99084 1.64511
H 1.33555 -4.28852 2.26552
H 1.13419 -3.52359 0.94819
O 0.64231 0.02305 2.10396
H -2.60988 1.12139 0.40963
H 0.02620 -0.68367 2.20263
H 2.44945 0.70137 4.14468
H 3.27291 0.04035 3.02858
*
```

The largest force on an atom comes out at 8.1 eV/A. The value obtained for the total energy is -1605.40015 Ha.


H46O23 | ωB97M-V/def2-TZVPD

The geometry in ORCA input format:
```
! RIJCOSX wB97M-V def2-TZVPD def2/J DEFGRID3
* xyz 0 1
O -14.35401 -0.10014 8.17877
H -14.44407 -0.65432 7.39308
H -14.73678 0.77450 7.89485
O -19.79383 -2.44770 6.97770
H -19.77982 -2.05589 7.84693
H -19.58960 -1.76158 6.32008
O -15.21955 -5.77543 5.69127
H -15.48485 -6.23782 6.51507
H -14.26825 -5.65222 5.83824
O -19.15848 -2.14846 4.23051
H -18.59928 -2.65193 3.61340
H -20.01607 -2.31409 3.84977
O -21.11575 -4.34037 4.56856
H -22.03712 -4.63208 4.66445
H -20.89955 -3.87086 5.40439
O -12.31088 -3.45474 4.74656
H -11.55778 -2.88045 4.77226
H -12.65872 -3.48823 3.85851
O -18.81231 -3.89064 1.29199
H -19.75985 -4.11532 1.14852
H -18.38413 -4.76725 1.21326
O -12.64367 -2.82954 1.46337
H -11.89545 -2.57813 1.99477
H -13.33705 -2.20912 1.77014
O -16.65143 -6.57221 7.87233
H -15.82534 -6.36723 8.29966
H -17.03019 -5.68461 7.88882
O -17.09065 -1.26221 8.34322
H -16.14213 -1.06877 8.30257
H -17.10288 -1.98654 7.70054
O -18.02670 -5.69230 4.12072
H -17.78993 -5.99697 5.00753
H -18.99569 -5.80415 4.07853
O -14.78151 -4.75693 2.22301
H -15.39981 -5.26525 1.68325
H -13.97223 -4.75870 1.67600
O -14.90941 -4.03278 8.64334
H -15.17406 -3.39865 9.29025
H -15.59461 -3.88548 7.96616
O -15.11013 1.75982 5.83321
H -15.00390 0.98437 5.26903
H -16.06929 1.77558 5.86900
O -16.13822 -2.48790 2.61395
H -15.62597 -3.30173 2.46311
H -16.83817 -2.49035 1.97409
O -13.98169 -0.39647 2.35735
H -14.89000 -0.78052 2.40260
H -13.88448 -0.22651 1.40851
O -17.21390 -6.20702 1.66084
H -17.32898 -7.15823 1.50635
H -17.36059 -6.07486 2.62113
O -18.36741 0.46608 6.38945
H -17.73324 -0.16116 6.05896
H -18.37300 0.31192 7.36084
O -11.15757 -1.10373 3.52566
H -12.09281 -0.75034 3.62429
H -10.56203 -0.39631 3.84719
O -16.97551 -3.92387 6.52988
H -17.84167 -3.62113 6.23566
H -16.37440 -4.03311 5.78343
O -15.11333 -1.09298 -0.05632
H -14.87990 -0.95771 -0.97757
H -15.55745 -0.27371 0.23385
O -16.11680 -1.19215 5.28655
H -15.35316 -1.50447 5.75930
H -16.15359 -1.71452 4.46966
O -14.18411 -2.61871 6.59347
H -14.01003 -3.24440 7.30576
H -13.55390 -2.77753 5.88035
*
```

The largest force on an atom comes out at 1.6 eV/A. The value obtained for the total energy is -1758.19509 Ha.


H48O24 | ωB97M-V/def2-TZVPD

The geometry in ORCA input format:
```
! RIJCOSX wB97M-V def2-TZVPD def2/J DEFGRID3
* xyz 0 1
O -1.90020 -3.04860 -3.57181
H -1.17992 -3.47399 -4.01626
H -1.52551 -2.40981 -2.94765
O 1.29601 0.61516 4.17867
H 1.16313 -0.08685 3.46442
H 0.82423 0.29687 4.94923
O 3.27924 2.18815 2.95478
H 3.56118 1.72780 2.14940
H 2.74265 1.56056 3.43444
O 5.62592 0.51098 -0.48158
H 4.70421 0.39218 -0.22720
H 6.05065 0.84344 0.31184
O 2.02228 -1.50061 -3.13000
H 2.21424 -1.01199 -3.92344
H 1.58600 -0.90691 -2.46803
O 3.87649 2.20735 -2.53511
H 4.28112 1.37137 -2.48470
H 3.81504 2.53926 -1.61837
O -1.10208 -1.19787 -1.67331
H -0.35516 -0.68153 -1.76177
H -1.55172 -1.02539 -0.78659
O -2.56071 1.42073 -4.22663
H -3.02628 0.54964 -4.29680
H -1.67826 1.27405 -3.96693
O 3.07854 -3.40262 -0.90287
H 3.00084 -4.28033 -1.30173
H 2.68541 -2.79890 -1.54903
O -3.84761 -0.67569 3.43062
H -4.39115 -0.21132 4.03853
H -4.23433 -1.58285 3.34633
O 0.49194 -1.31821 1.98380
H -0.19142 -0.88001 1.45586
H 0.57151 -2.29954 1.78409
O -4.44390 2.96764 -2.84754
H -3.82924 2.33173 -3.24438
H -4.10355 3.82908 -3.19618
O -1.17477 -1.81863 4.45422
H -0.60740 -1.70069 3.66212
H -1.76620 -1.05414 4.44393
O -2.32108 -4.81790 2.72443
H -1.68339 -4.16393 2.53511
H -2.64920 -5.19523 1.89607
O 0.14355 3.02454 -0.23787
H 0.47333 3.22117 0.63889
H 0.61279 3.58971 -0.93716
O 0.90704 0.66497 -1.48142
H 1.61236 1.06939 -1.95123
H 0.42025 1.38906 -1.02403
O -1.83363 0.22491 0.63549
H -2.21142 -0.05316 1.46446
H -2.27414 1.01989 0.32723
O 3.60164 -2.55148 1.97822
H 3.81818 -3.43637 2.26142
H 3.65850 -2.57753 1.02507
O 1.04796 3.93655 2.18284
H 0.45490 4.23312 2.87905
H 1.64966 3.20286 2.53096
O -3.88479 -1.06495 -3.88695
H -3.38627 -1.81476 -3.55012
H -4.78751 -1.38503 -4.04983
O -4.62082 -3.37835 3.24329
H -4.73014 -3.50548 2.26394
H -3.72277 -3.78457 3.42754
O 1.99858 4.86895 -2.01637
H 1.70221 5.39056 -2.73180
H 2.78080 4.39072 -2.31414
O 2.98791 0.22926 0.38440
H 2.89617 -0.65481 0.77036
H 2.18362 0.31812 -0.11463
O -2.67342 2.55185 -0.28522
H -3.51263 2.57984 -0.81430
H -2.05943 3.21858 -0.65801
*
```

The largest force on an atom comes out at 4.4 eV/A. The value obtained for the total energy is -1834.61335 Ha.


H4I2Si2 | ωB97M-V/def2-TZVPD

The geometry in ORCA input format:
```
! RIJCOSX wB97M-V def2-TZVPD def2/J DEFGRID3
* xyz 0 1
Si 0.41085 1.24617 -0.55517
Si 0.09671 -1.29473 0.52151
I -1.59639 2.53660 0.11401
I -2.10073 -2.27620 -0.04448
H 0.40954 1.25672 -2.01163
H 1.54763 1.96083 0.00725
H 1.09073 -2.21963 -0.00767
H 0.14165 -1.20976 1.97618
*
```

The largest force on an atom comes out at 2.5 eV/A. The value obtained for the total energy is -1176.78763 Ha.


H4INP2 | ωB97M-V/def2-TZVPD

The geometry in ORCA input format:
```
! RIJCOSX wB97M-V def2-TZVPD def2/J DEFGRID3
* xyz 0 1
N -0.50227 -1.03576 0.46221
P 1.53103 0.91363 -0.86834
P -1.79929 -0.51802 1.17504
I -0.55382 -2.56667 -0.89211
H 0.97273 -0.11472 -0.10729
H 1.03116 1.89232 -0.01892
H 0.40441 0.98932 -1.68501
H -1.08395 0.43992 1.93441
*
```

The largest force on an atom comes out at 1.2 eV/A. The value obtained for the total energy is -1037.44055 Ha.


H4INSi | ωB97M-V/def2-TZVPD

The geometry in ORCA input format:
```
! RIJCOSX wB97M-V def2-TZVPD def2/J DEFGRID3
* xyz 0 1
N -2.38119 0.71584 -0.04208
Si -1.12368 -0.29008 -0.05002
H -3.30966 0.42076 -0.12878
H -0.84423 -1.43947 -0.98612
H -0.11163 -0.05634 1.00786
I 5.25684 0.55515 0.22913
H 4.60866 0.04470 -1.15097
*
```

Its SMILES is N=[SiH2].I. The largest force on an atom comes out at 2.6 eV/A. The value obtained for the total energy is -644.25963 Ha.


H4InO2 | ωB97M-V/def2-TZVPD

The geometry in ORCA input format:
```
! RIJCOSX wB97M-V def2-TZVPD def2/J DEFGRID3
* xyz 3 1
In -0.73194 -0.75412 0.39307
O -1.39214 1.31198 -0.17054
H -1.11534 2.05723 0.36258
H -2.16508 1.62634 -0.63956
O 1.45142 -1.24333 0.04889
H 2.26411 -0.85778 -0.27840
H 1.68897 -2.14029 0.28398
*
```

The largest force on an atom comes out at 3.8 eV/A. The value obtained for the total energy is -341.45189 Ha.


H4N2 | ωB97M-V/def2-TZVPD

The geometry in ORCA input format:
```
! RIJCOSX wB97M-V def2-TZVPD def2/J DEFGRID3
* xyz 0 1
N 0.69724 0.22119 0.23642
N -0.61412 -0.09863 -0.29194
H 0.33614 0.60464 1.22409
H 0.94327 -0.72461 0.57741
H -0.39303 -0.74966 -1.05883
H -0.96950 0.74707 -0.68715
*
```

Its SMILES is NN. The largest force on an atom comes out at 4.1 eV/A. The value obtained for the total energy is -111.84751 Ha.


H4N2O2S | ωB97M-V/def2-TZVPD

The geometry in ORCA input format:
```
! RIJCOSX wB97M-V def2-TZVPD def2/J DEFGRID3
* xyz 0 3
N -1.71436 -0.34812 -0.46725
N -2.65455 0.08312 0.15666
O 2.21900 -0.64533 1.15180
O 1.00445 0.82650 -0.62525
S 2.44281 0.09651 -0.28125
H -1.90931 -1.15194 -1.10888
H -2.31393 0.90849 0.57485
H 2.58642 -0.11454 1.86366
H 0.33946 0.34533 -1.26433
*
```

The largest force on an atom comes out at 6.1 eV/A. The value obtained for the total energy is -660.38606 Ha.


H4N2O3P | ωB97M-V/def2-TZVPD

The geometry in ORCA input format:
```
! RIJCOSX wB97M-V def2-TZVPD def2/J DEFGRID3
* xyz -1 1
N 0.61383 -1.32435 0.03384
N 0.56160 1.54051 1.05316
O -0.93193 -0.12247 -1.86007
O -1.89038 -1.86438 -0.24064
O 0.44926 1.75559 -0.39972
P -0.73120 -1.09868 -0.78233
H 0.46797 -2.15314 0.59905
H 0.20426 0.48675 1.08765
H 1.57410 1.54535 1.21857
H -0.31751 1.23481 -0.70952
*
```

The largest force on an atom comes out at 3.1 eV/A. The value obtained for the total energy is -679.03645 Ha.


H4N2O3Si | ωB97M-V/def2-TZVPD

The geometry in ORCA input format:
```
! RIJCOSX wB97M-V def2-TZVPD def2/J DEFGRID3
* xyz 0 1
N 1.10764 1.29555 -0.05843
N -1.49164 0.32668 -0.02358
O -1.53667 0.86781 -1.14409
O -2.49825 -0.06937 0.56603
O 0.47108 -2.50796 -0.65971
Si 0.29565 0.05892 0.67624
H 1.90783 1.87819 0.35028
H 1.19484 1.43315 -1.11291
H -0.29164 -3.05294 -0.68769
H 0.84116 -0.23004 2.09385
*
```

The largest force on an atom comes out at 3.7 eV/A. The value obtained for the total energy is -626.92647 Ha.


H4N2O4P2S | ωB97M-V/def2-TZVPD

The geometry in ORCA input format:
```
! RIJCOSX wB97M-V def2-TZVPD def2/J DEFGRID3
* xyz -2 1
N -1.18785 -0.79831 -1.34764
N 2.09337 0.62083 1.56944
O -0.35502 1.37791 -0.09024
O 1.15884 -1.31561 -0.07817
O -2.74559 1.11006 -0.70215
O 2.40182 0.75631 -0.98282
P -1.63330 0.33239 -0.15792
P 1.78927 0.03421 0.13735
S -1.66112 -0.47612 1.67736
H -0.21215 -1.09262 -0.97061
H -1.68557 -1.63802 -1.55705
H 1.59560 0.08036 2.22704
H 0.44170 1.00860 0.27540
*
```

The largest force on an atom comes out at 4.1 eV/A. The value obtained for the total energy is -1493.93323 Ha.


H4N2S2 | ωB97M-V/def2-TZVPD

The geometry in ORCA input format:
```
! RIJCOSX wB97M-V def2-TZVPD def2/J DEFGRID3
* xyz 0 1
N 0.89687 -0.60738 2.45543
N -0.66657 0.70638 -2.33921
S 1.61639 -0.90182 0.98004
S -1.98047 1.38433 -1.51206
H 0.12482 -0.00148 2.21639
H 0.84998 -1.25344 3.27315
H -0.88971 0.46956 -3.33630
H 0.04868 0.20385 -1.73744
*
```

The largest force on an atom comes out at 2.1 eV/A. The value obtained for the total energy is -908.18986 Ha.


H4N2S2 | ωB97M-V/def2-TZVPD

The geometry in ORCA input format:
```
! RIJCOSX wB97M-V def2-TZVPD def2/J DEFGRID3
* xyz 0 1
N -0.34742 0.91996 -0.23195
N 0.23338 -0.44192 -0.56926
S -0.82905 -1.54108 0.10527
S 1.89726 -0.55116 -0.02018
H 0.41029 1.63383 -0.58394
H -0.30953 0.89161 0.76048
H -0.77922 -1.07911 1.39881
H 2.28981 -0.36873 -1.18557
*
```

Its SMILES is NN(S)S. The largest force on an atom comes out at 3.6 eV/A. The value obtained for the total energy is -908.18313 Ha.


H4N2S2 | ωB97M-V/def2-TZVPD

The geometry in ORCA input format:
```
! RIJCOSX wB97M-V def2-TZVPD def2/J DEFGRID3
* xyz 0 1
N 1.90134 -0.04083 -0.55939
N -1.81845 0.24633 0.49169
S 1.42630 -1.20043 0.53222
S -1.63690 -0.98272 -0.56303
H 1.76852 0.85882 -0.12852
H 1.53590 -0.16693 -1.52445
H -1.43338 1.22020 0.20154
H -1.74333 0.06557 1.54995
*
```

The largest force on an atom comes out at 3.1 eV/A. The value obtained for the total energy is -908.19339 Ha.


H4N3OPS | ωB97M-V/def2-TZVPD

The geometry in ORCA input format:
```
! RIJCOSX wB97M-V def2-TZVPD def2/J DEFGRID3
* xyz 0 1
N 0.65647 -0.30497 1.64479
N 0.43516 1.60510 0.31394
N -0.62422 -0.64547 -0.85910
O 2.17989 -0.66533 -0.65531
P 0.63126 -0.04318 -0.00636
S 0.59504 1.41214 2.00337
H 1.53198 -0.57473 1.93375
H 1.16960 2.36050 0.00863
H -0.60794 -1.68947 -1.20798
H -1.44378 -0.55739 -0.33677
*
```

The largest force on an atom comes out at 10.3 eV/A. The value obtained for the total energy is -981.39899 Ha.


H4N3OPS | ωB97M-V/def2-TZVPD

The geometry in ORCA input format:
```
! RIJCOSX wB97M-V def2-TZVPD def2/J DEFGRID3
* xyz 0 1
N 1.13628 -0.41034 1.03460
N 1.07344 -0.29170 -1.27730
N -0.88564 1.04573 -0.10093
O -1.40460 -2.00574 -0.11832
P -0.14200 -0.41146 -0.10134
S 2.34225 -0.81993 -0.17771
H 1.08037 -1.05277 1.81525
H 0.99143 -0.79344 -2.14770
H -1.83324 1.07672 0.24542
H -0.30628 1.83824 0.14576
*
```

The largest force on an atom comes out at 7.3 eV/A. The value obtained for the total energy is -981.35385 Ha.


H4N4 | ωB97M-V/def2-TZVPD

The geometry in ORCA input format:
```
! RIJCOSX wB97M-V def2-TZVPD def2/J DEFGRID3
* xyz 0 1
N 0.99424 1.27261 -0.32164
N -1.18357 0.58064 0.09543
N 0.56508 -0.86691 0.49692
N 0.20534 0.41576 -0.11142
H -0.96602 1.60406 -0.19282
H -1.68431 0.20971 -0.74236
H 1.46135 -1.13283 0.16824
H 0.07893 -1.75773 0.80118
*
```

The largest force on an atom comes out at 3.8 eV/A. The value obtained for the total energy is -221.25862 Ha.


H4NO3PS | ωB97M-V/def2-TZVPD

The geometry in ORCA input format:
```
! RIJCOSX wB97M-V def2-TZVPD def2/J DEFGRID3
* xyz 0 1
N -2.13329 -0.85090 -0.06935
O 1.14356 1.05692 -1.09653
O 1.27898 1.29721 1.37677
O -1.38768 0.07120 0.55076
P 1.11625 0.16671 0.21122
S 2.34817 -1.35024 0.29293
H -1.84418 -1.83563 0.26900
H -1.92800 -0.80267 -1.09981
H 1.13575 0.76700 -2.02268
H 0.27045 1.48039 1.58770
*
```

The largest force on an atom comes out at 3.3 eV/A. The value obtained for the total energy is -1022.34506 Ha.


H4NP3 | ωB97M-V/def2-TZVPD

The geometry in ORCA input format:
```
! RIJCOSX wB97M-V def2-TZVPD def2/J DEFGRID3
* xyz 0 1
N 2.11920 2.14175 0.19355
P 0.69496 1.63099 -0.11182
P -0.68243 -1.30661 -0.97343
P -0.92500 -0.29623 0.89684
H 0.05489 -2.51200 -0.48662
H 2.69423 2.05049 0.99996
H -1.83473 -2.23448 -0.96624
H -2.12113 0.52609 0.44776
*
```

The largest force on an atom comes out at 2.7 eV/A. The value obtained for the total energy is -1081.10894 Ha.